<w>
Entry from the Open Molecules 2025 dataset: an isolated ion of composition C3H5N2OS and charge +1 (wB97M-V/def2-TZVPD).

Calculated values
Total charge: +1
Spin multiplicity: 1

Last column: Löwdin charge in e.
Positions of all 12 atoms, in Å:
S1 1.83 -1.76 -0.13  0.744
C1 0.73 -0.68 0.93  -0.677
C2 -0.69 -0.90 0.52  -0.027
N1 -1.15 -0.15 -0.50  0.098
C3 -0.47 0.94 -0.91  -0.012
N2 0.63 1.31 -0.29  0.102
O1 1.12 0.68 0.81  -0.060
H1 0.92 -0.95 1.97  0.123
H2 -1.26 -1.74 0.88  0.140
H3 -2.02 -0.40 -0.95  0.191
H4 -0.83 1.52 -1.76  0.174
H5 1.19 2.12 -0.56  0.204

***

<x>
Entry from the Open Molecules 2025 dataset: C3H5N2OS as an isolated structure (wB97M-V/def2-TZVPD).

Calculated values
Total charge: +1
Spin multiplicity: 1

Last column: Löwdin charge in e.
Positions of all 12 atoms, in Å:
C1 1.62 1.63 -0.06  -0.068
C2 1.10 0.40 -0.39  -0.418
C3 -0.37 0.00 -0.50  -0.200
N1 1.88 2.74 0.24  0.309
N2 -0.32 -1.38 0.21  -0.043
O1 2.93 -1.46 0.42  -0.370
S1 1.80 -1.21 -0.43  1.140
H1 -0.50 -0.14 -1.55  0.098
H2 -1.02 0.87 -0.15  0.157
H3 2.37 3.59 0.02  0.139
H4 -0.41 -1.30 1.25  0.139
H5 -1.15 -1.93 0.02  0.117

***

Most favorable first, least favorable last: <x>, <w>

***

<w>
Entry from the Open Molecules 2025 dataset: an isolated ion of composition C5H10N and charge +1 (wB97M-V/def2-TZVPD).

Calculated values
Total charge: +1
Spin multiplicity: 1

Last column: Löwdin charge in e.
Positions of all 16 atoms, in Å:
C1 1.87 2.03 -1.85  0.230
N1 0.84 1.21 -1.57  0.029
C2 0.37 0.83 -0.34  -0.097
C3 -0.50 -0.25 -0.21  -0.017
C4 -1.05 -0.52 1.15  -0.244
C5 -0.83 -2.00 1.58  -0.087
H1 2.56 2.41 -1.13  0.115
H2 2.07 2.20 -2.85  0.084
H3 0.40 0.71 -2.38  0.198
H4 0.77 1.32 0.54  0.138
H5 -0.93 -0.72 -1.10  0.135
H6 -0.70 0.28 1.89  0.137
H7 -2.17 -0.33 1.10  0.141
H8 -1.47 -2.14 2.47  0.083
H9 0.14 -2.32 1.80  0.052
H10 -1.36 -2.72 0.89  0.103

***

<x>
Entry from the Open Molecules 2025 dataset: an isolated ion of composition C5H10N and charge +1 (wB97M-V/def2-TZVPD).

Calculated values
Total charge: +1
Spin multiplicity: 1

Last column: Löwdin charge in e.
Positions of all 16 atoms, in Å:
C1 -2.50 -0.78 -0.27  -0.036
C2 -1.43 0.19 0.51  -0.084
C3 -0.10 -0.30 1.00  -0.197
C4 0.16 0.45 -0.21  -0.138
C5 1.23 0.78 -0.95  0.043
N1 2.69 0.46 -0.13  0.213
H1 -2.07 -1.66 -0.66  0.049
H2 -2.95 -0.11 -0.95  0.055
H3 -3.39 -1.18 0.32  0.108
H4 -1.93 1.31 0.63  0.191
H5 0.66 -0.15 1.98  0.187
H6 -0.03 -1.34 0.64  0.132
H7 1.18 1.41 -1.70  0.049
H8 2.98 -0.23 -0.85  0.156
H9 2.23 -0.13 0.62  0.135
H10 3.27 1.26 0.00  0.137

***

<y>
Entry from the Open Molecules 2025 dataset: a 2-piece molecular cluster, C5H10N overall (wB97M-V/def2-TZVPD).

Calculated values
Total charge: +1
Spin multiplicity: 1

Last column: Löwdin charge in e.
Positions of all 16 atoms, in Å:
C1 -2.81 1.28 -0.46  0.073
C2 1.48 -0.22 -0.13  0.047
C3 -0.91 -0.26 0.05  -0.033
C4 1.88 1.00 0.40  -0.141
C5 -0.88 -1.78 0.27  -0.050
N1 -1.92 0.52 -0.08  0.023
H1 -3.03 1.43 -1.57  0.142
H2 -3.33 1.79 0.35  0.105
H3 1.60 -1.15 0.42  0.086
H4 1.37 -0.40 -1.20  0.108
H5 1.93 1.10 1.49  0.107
H6 1.36 1.84 -0.07  0.110
H7 2.91 1.19 0.00  0.140
H8 -1.27 -1.79 1.34  0.124
H9 0.14 -2.20 0.10  0.057
H10 -1.62 -2.04 -0.53  0.101

***

Most favorable first, least favorable last: <w>, <y>, <x>

***

<w>
Entry from the Open Molecules 2025 dataset: the molecule C3H3N3O (wB97M-V/def2-TZVPD).

Calculated values
Total charge: 0
Spin multiplicity: 1

Last column: Löwdin charge in e.
Positions of all 10 atoms, in Å:
N1 2.35 -2.24 -0.20  0.196
C1 1.80 -1.25 -0.01  -0.124
C2 1.01 -0.03 0.28  -0.611
N2 -0.18 0.00 -0.46  0.087
O1 0.65 0.05 1.67  0.029
C3 1.89 1.16 -0.12  -0.130
N3 2.37 2.15 -0.44  0.172
H1 -0.46 1.00 -0.23  0.134
H2 -0.24 -0.31 -1.46  0.141
H3 -0.25 0.41 1.72  0.106

***

<x>
Entry from the Open Molecules 2025 dataset: the molecule C3H3N3O (wB97M-V/def2-TZVPD).

Calculated values
Total charge: 0
Spin multiplicity: 1

Last column: Löwdin charge in e.
Positions of all 10 atoms, in Å:
H1 1.79 1.38 0.32  0.104
N1 0.90 1.06 -0.09  0.060
N2 -0.05 1.09 0.72  0.014
C1 -1.20 0.59 0.00  -0.130
C2 -1.21 -0.74 -0.04  -0.136
N3 -0.01 -1.33 0.37  0.112
C3 1.10 -0.92 0.00  -0.403
O1 2.25 -1.01 -0.21  0.159
H2 -1.62 1.33 -0.69  0.110
H3 -1.98 -1.43 -0.38  0.109

***

Most favorable first, least favorable last: <w>, <x>